[1]
Formula: C33H53N2O2P2SV
Source: the OMol25 dataset
Level of theory: ωB97M-V/def2-TZVPD

Results
Relative energy (zero: lowest compared OMol25 entry of this formula, charge and spin)   20.3 kJ/mol
Kohn-Sham gap (spin up / spin down)   0.2107 / 0.1970 hartree
2S+1   4
Net charge   +1
Expectation value of S²   3.774

Last column: Löwdin charge in e.
Element x y z (Å)
C1 1.25 -0.08 -2.87  -0.33
C2 -0.41 1.61 -2.65  -0.38
C3 1.57 0.37 -4.16  -0.05
C4 -0.26 1.92 -4.02  -0.06
C5 0.76 1.35 -4.76  -0.06
H1 2.44 -0.05 -4.67  0.11
H2 -0.95 2.63 -4.47  0.12
H3 0.96 1.70 -5.78  0.12
N1 0.27 0.52 -2.13  0.00
P1 1.10 -2.10 -0.91  1.12
P2 -1.18 2.33 -0.07  1.09
C6 2.04 -1.25 -2.27  -0.25
H4 2.34 -1.96 -3.05  0.09
H5 2.99 -0.89 -1.82  0.09
C7 -0.26 -0.81 1.55  -0.24
O1 -0.33 -1.28 2.64  0.09
C8 -1.35 2.44 -1.90  -0.31
H6 -2.33 2.60 -2.37  0.05
C9 -2.87 2.44 0.87  -0.66
C10 -0.35 4.03 -0.25  -0.67
C11 0.07 -3.40 -1.87  -0.65
C12 2.48 -2.91 0.12  -0.66
C13 -3.14 1.15 1.65  -0.11
H7 -2.34 0.91 2.37  0.07
H8 -4.07 1.28 2.22  0.10
H9 -3.28 0.28 1.00  0.05
C14 -2.84 3.59 1.89  -0.10
H10 -2.02 3.48 2.60  0.08
H11 -2.79 4.57 1.41  0.07
H12 -3.78 3.56 2.46  0.09
C15 -4.01 2.64 -0.12  -0.09
H13 -4.94 2.70 0.47  0.10
H14 -3.94 3.58 -0.67  0.08
H15 -4.07 1.80 -0.83  0.06
C16 0.08 4.56 1.11  -0.13
H16 0.57 3.76 1.70  0.00
H17 0.82 5.35 0.92  0.09
H18 -0.75 4.97 1.68  0.06
C17 0.90 3.83 -1.13  -0.09
H19 1.54 3.03 -0.74  0.06
H20 0.64 3.59 -2.16  0.07
H21 1.45 4.77 -1.15  0.09
C18 -1.38 4.96 -0.95  -0.08
H22 -2.18 4.44 -1.50  0.05
H23 -1.85 5.64 -0.24  0.07
H24 -0.83 5.54 -1.71  0.09
C19 1.82 -3.80 1.19  -0.08
H25 2.60 -4.12 1.90  0.10
H26 1.05 -3.26 1.76  0.07
H27 1.38 -4.71 0.77  0.07
C20 3.25 -1.79 0.83  -0.10
H28 3.72 -1.09 0.13  0.08
H29 2.61 -1.21 1.50  0.05
H30 4.05 -2.25 1.43  0.10
C21 3.47 -3.71 -0.74  -0.08
H31 4.37 -3.90 -0.13  0.09
H32 3.09 -4.69 -1.05  0.06
H33 3.80 -3.15 -1.63  0.08
C22 -0.76 -2.73 -2.97  -0.07
H34 -1.24 -3.52 -3.58  0.10
H35 -1.58 -2.13 -2.58  0.04
H36 -0.16 -2.09 -3.64  0.08
C23 -0.86 -4.08 -0.85  -0.09
H37 -1.50 -3.35 -0.33  0.06
H38 -1.52 -4.77 -1.40  0.10
H39 -0.32 -4.66 -0.11  0.06
C24 0.96 -4.45 -2.55  -0.08
H40 1.75 -4.00 -3.17  0.08
H41 1.40 -5.16 -1.84  0.07
H42 0.32 -5.03 -3.23  0.09
V1 -0.13 -0.07 -0.11  0.45
N2 -1.91 -1.05 -0.61  0.11
C25 -2.81 -0.58 -1.26  -0.10
C26 -3.80 -0.35 -2.25  -0.18
C27 -4.77 -1.31 -1.94  -0.05
C28 -4.03 0.52 -3.39  0.02
C29 -5.90 -1.54 -2.70  -0.04
H43 -4.56 -1.89 -1.03  0.13
C30 -5.19 0.30 -4.16  -0.05
H44 -3.34 1.32 -3.69  0.10
C31 -6.10 -0.72 -3.83  -0.05
H45 -6.56 -2.34 -2.37  0.12
H46 -5.41 0.91 -5.06  0.12
H47 -7.00 -0.90 -4.43  0.11
C32 1.46 1.46 3.46  -0.23
S1 2.18 2.11 1.94  0.87
C33 3.92 1.96 2.36  -0.22
O2 1.98 1.01 0.89  -0.61
H48 0.37 1.45 3.37  0.05
H49 1.75 2.11 4.29  0.07
H50 1.83 0.44 3.60  0.06
H51 4.01 1.08 2.99  0.06
H52 4.52 1.86 1.45  0.07
H53 4.23 2.87 2.90  0.07

=====

[2]
Formula: C33H54INO9
Source: the OMol25 dataset
Level of theory: ωB97M-V/def2-TZVPD

Results
Kohn-Sham gap   0.3211 hartree
Structure (SMILES)   C[C@@]1(CCCCn2cccc2)OC(=O)O[C@]1(CCCI)c1ccccc1.COCCOCCOC.COCCOCCOC

Last column: Löwdin charge in e.
Element x y z (Å)
C1 -5.23 -0.73 -3.97  0.04
C2 -4.21 0.39 -3.59  -0.37
C3 -2.96 0.29 -4.50  -0.09
C4 -3.00 1.11 -5.83  -0.15
C5 -4.38 1.49 -6.40  -0.15
C6 -5.15 0.38 -7.18  -0.13
N1 -4.31 -0.60 -7.87  -0.12
C7 -3.56 -1.65 -7.42  -0.11
C8 -3.03 -2.24 -8.53  -0.11
C9 -3.45 -1.56 -9.72  -0.07
C10 -4.25 -0.55 -9.22  -0.13
O1 -4.68 1.66 -3.22  0.08
C11 -3.80 2.23 -2.30  -0.49
O2 -3.69 3.41 -2.12  0.18
O3 -3.12 1.21 -1.73  0.06
C12 -3.73 -0.07 -2.13  -0.29
C13 -4.85 -0.21 -1.07  -0.18
C14 -4.29 -0.23 0.37  -0.26
C15 -5.19 -1.01 1.38  -0.61
I1 -7.31 -0.83 1.00  0.78
C16 -2.68 -1.16 -2.04  -0.16
C17 -3.07 -2.50 -1.97  -0.03
C18 -2.10 -3.49 -1.91  -0.08
C19 -0.74 -3.21 -1.91  -0.08
C20 -0.35 -1.88 -1.94  -0.06
C21 -1.32 -0.90 -2.00  -0.04
H1 -6.24 -0.34 -4.16  0.10
H2 -5.23 -1.57 -3.28  0.07
H3 -4.89 -1.16 -4.92  0.06
H4 -2.11 0.68 -3.92  0.11
H5 -2.69 -0.75 -4.71  0.11
H6 -2.46 2.05 -5.64  0.11
H7 -2.38 0.58 -6.58  0.11
H8 -4.19 2.29 -7.14  0.11
H9 -5.07 1.92 -5.66  0.11
H10 -5.73 0.89 -7.96  0.12
H11 -5.90 -0.14 -6.57  0.11
H12 -3.46 -1.93 -6.38  0.10
H13 -2.38 -3.12 -8.56  0.09
H14 -3.23 -1.80 -10.75  0.09
H15 -4.75 0.15 -9.87  0.12
H16 -5.62 0.56 -1.17  0.11
H17 -5.33 -1.19 -1.24  0.08
H18 -4.25 0.80 0.76  0.11
H19 -3.29 -0.68 0.44  0.10
H20 -5.04 -0.61 2.39  0.03
H21 -4.90 -2.07 1.40  0.05
H22 -4.11 -2.81 -1.96  0.11
H23 -2.42 -4.53 -1.88  0.11
H24 0.01 -3.99 -1.89  0.11
H25 0.69 -1.57 -1.95  0.11
H26 -1.02 0.14 -2.05  0.13
C22 2.44 -2.01 4.32  -0.11
O4 1.98 -0.74 3.92  -0.21
C23 2.59 -0.30 2.71  -0.20
C24 1.68 0.64 1.96  -0.18
O5 0.63 -0.01 1.25  -0.13
C25 -0.43 -0.55 2.03  -0.17
C26 -1.35 0.50 2.63  -0.20
O6 -0.76 1.09 3.77  -0.20
C27 -1.22 2.41 3.99  -0.11
H27 3.51 -1.97 4.56  0.08
H28 1.89 -2.30 5.21  0.09
H29 2.25 -2.75 3.54  0.09
H30 2.84 -1.16 2.07  0.13
H31 3.52 0.23 2.98  0.12
H32 2.27 1.13 1.18  0.13
H33 1.29 1.43 2.60  0.12
H34 -0.05 -1.24 2.79  0.12
H35 -1.02 -1.15 1.33  0.11
H36 -2.29 0.02 2.95  0.12
H37 -1.57 1.25 1.87  0.13
H38 -1.01 3.04 3.12  0.09
H39 -0.69 2.81 4.85  0.09
H40 -2.29 2.41 4.20  0.09
C28 10.36 2.28 6.59  -0.11
O7 9.05 2.25 6.07  -0.20
C29 9.02 2.32 4.66  -0.20
C30 7.78 1.64 4.11  -0.18
O8 7.86 0.22 4.09  -0.13
C31 7.77 -0.44 5.35  -0.18
C32 6.38 -0.43 5.95  -0.20
O9 6.11 0.83 6.54  -0.20
C33 4.73 1.14 6.56  -0.10
H41 10.85 3.23 6.36  0.09
H42 10.30 2.16 7.67  0.09
H43 10.95 1.45 6.19  0.09
H44 9.91 1.85 4.23  0.13
H45 9.01 3.38 4.38  0.13
H46 7.68 1.93 3.06  0.13
H47 6.88 1.98 4.62  0.12
H48 8.51 -0.06 6.05  0.12
H49 8.03 -1.48 5.14  0.13
H50 6.31 -1.19 6.73  0.13
H51 5.64 -0.65 5.16  0.11
H52 4.32 1.14 5.54  0.08
H53 4.61 2.13 6.98  0.09
H54 4.18 0.42 7.17  0.09

=====

[3]
Formula: C33H55ClN2O2P2V
Source: the OMol25 dataset
Level of theory: ωB97M-V/def2-TZVPD

Results
Relative energy (zero: lowest compared OMol25 entry of this formula, charge and spin)   481.4 kJ/mol
Kohn-Sham gap (spin up / spin down)   0.2041 / 0.2120 hartree
2S+1   3
Net charge   -1
Expectation value of S²   2.246

Last column: Löwdin charge in e.
Element x y z (Å)
V1 0.00 0.00 0.00  0.28
P1 -1.01 1.74 1.26  1.02
C1 -2.80 2.09 0.76  -0.52
C2 -1.10 1.63 3.12  -0.52
C3 -0.15 3.34 0.79  -0.53
C4 -3.59 0.86 0.36  -0.16
H1 -2.67 2.69 -0.15  0.10
C5 -3.60 2.91 1.77  -0.14
H2 -3.97 2.28 2.58  0.07
H3 -4.47 3.34 1.27  0.07
H4 -3.05 3.73 2.22  0.04
H5 -3.36 0.55 -0.65  0.05
H6 -4.66 1.09 0.41  0.07
H7 -3.41 0.02 1.02  0.05
H8 -0.37 3.36 -0.28  0.09
C6 1.37 3.29 0.94  -0.14
C7 -0.70 4.61 1.42  -0.13
H9 -1.65 4.91 1.00  0.06
H10 0.00 5.43 1.25  0.07
H11 -0.82 4.51 2.50  0.07
H12 1.74 2.27 1.01  -0.01
H13 1.71 3.84 1.81  0.07
H14 1.83 3.75 0.06  0.09
C8 -1.79 0.34 3.53  -0.12
H15 -1.73 2.47 3.42  0.08
C9 0.24 1.80 3.82  -0.11
H16 -2.86 0.35 3.31  0.06
H17 -1.68 0.20 4.61  0.07
H18 -1.35 -0.52 3.04  0.05
H19 1.03 1.21 3.35  0.05
H20 0.15 1.46 4.85  0.08
H21 0.56 2.84 3.85  0.07
Cl1 1.01 -0.99 1.84  0.97
H22 -1.45 -0.73 -0.05  0.00
H23 1.13 1.04 -0.54  0.06
P2 0.84 -1.58 -1.56  1.03
C10 1.56 -0.79 -3.12  -0.47
C11 2.16 -2.80 -1.04  -0.37
C12 -0.62 -2.54 -2.24  -0.47
C13 2.26 0.54 -2.89  -0.13
H24 0.66 -0.58 -3.70  0.10
C14 2.46 -1.71 -3.94  -0.13
H25 3.47 -1.76 -3.52  0.07
H26 2.56 -1.30 -4.95  0.07
H27 2.10 -2.72 -4.04  0.04
H28 1.55 1.34 -2.72  0.05
H29 2.85 0.79 -3.77  0.07
H30 2.94 0.50 -2.04  0.06
H31 -1.18 -1.72 -2.69  0.09
C15 -1.51 -3.15 -1.16  -0.14
C16 -0.32 -3.57 -3.31  -0.13
H32 -0.05 -3.11 -4.26  0.06
H33 -1.20 -4.18 -3.49  0.07
H34 0.48 -4.25 -3.02  0.07
H35 -1.25 -2.80 -0.16  0.03
H36 -1.46 -4.23 -1.16  0.07
H37 -2.54 -2.87 -1.35  0.07
C17 3.38 -2.05 -0.51  -0.12
H38 2.45 -3.30 -1.96  0.12
C18 1.69 -3.86 -0.06  -0.07
H39 4.03 -1.69 -1.31  0.09
H40 3.97 -2.72 0.11  0.10
H41 3.09 -1.20 0.09  0.02
H42 1.22 -3.43 0.81  0.08
H43 2.55 -4.44 0.27  0.10
H44 0.99 -4.56 -0.53  0.10
O1 0.16 -2.14 0.43  -0.52
C19 1.52 -1.84 0.33  -0.91
N1 2.74 -2.35 1.61  -0.16
C20 3.34 -1.11 2.41  -0.07
C21 2.76 0.34 1.14  -0.24
O2 3.56 1.19 0.76  0.01
N2 1.56 -0.36 0.02  -0.56
C22 2.55 -2.00 3.71  -0.20
C23 1.30 -1.76 4.40  -0.11
C24 0.64 -2.75 5.18  -0.10
C25 1.20 -4.00 5.38  -0.15
C26 2.45 -4.26 4.87  -0.12
C27 3.12 -3.30 4.08  -0.11
C28 4.55 -0.70 3.38  -0.11
C29 4.61 -0.92 4.83  -0.04
C30 5.56 -0.37 5.66  -0.12
C31 6.51 0.46 5.13  -0.12
C32 6.52 0.72 3.75  -0.09
C33 5.56 0.14 2.89  -0.05
H45 2.92 -3.33 1.87  0.09
H46 0.73 -0.86 4.29  0.03
H47 -0.35 -2.56 5.59  0.09
H48 0.67 -4.77 5.94  0.09
H49 2.90 -5.24 5.04  0.09
H50 4.06 -3.62 3.67  0.10
H51 3.92 -1.48 5.45  0.09
H52 5.52 -0.58 6.73  0.10
H53 7.22 0.92 5.80  0.09
H54 7.25 1.39 3.36  0.09
H55 5.59 0.39 1.85  0.09